2 unconnected molecules or ions with the total composition C5H8O. Source: the Open Molecules 2025 dataset; level of theory: wB97M-V/def2-TZVPD.

Calculated values
highest occupied orbital energy	-9.51	eV
DFT total energy	-7357.793	eV
ΔE to the lowest compared entry with this formula, charge and spin	102.91	kcal/mol

Atoms and positions in Å:
C -1.27635 1.10313 0.79811
C -0.30987 0.08533 1.33335
C 0.36981 -0.63756 -1.95337
C 1.40033 -1.07827 -1.24058
C 1.12328 0.42180 1.58265
O 0.33131 0.42022 2.60591
H -2.08469 1.29501 1.51254
H -0.77599 2.05233 0.58046
H -1.71983 0.72894 -0.12991
H -0.58816 -0.96448 1.27738
H -0.38486 -1.31161 -2.35165
H 0.24103 0.42115 -2.16917
H 1.53099 -2.13523 -1.01816
H 2.14299 -0.40078 -0.82757

Forces on the atoms, in the same order (eV/Å):
C 0.0 0.0 0.0
C -0.2 -0.1 -0.2
C 0.1 -0.1 0.1
C -0.1 0.0 -0.1
C -0.4 0.0 0.3
O 0.3 0.1 -0.1
H 0.1 0.0 -0.1
H -0.1 -0.1 0.1
H 0.1 0.0 0.1
H 0.1 0.2 0.0
H 0.1 0.1 0.0
H 0.0 -0.2 0.0
H 0.0 0.1 -0.1
H -0.1 -0.1 -0.1

A molecular structure, C13H30ClLiN2O7. Source: the Open Molecules 2025 dataset; level of theory: wB97M-V/def2-TZVPD.

Calculated values
total charge	-2
highest occupied orbital energy	-0.70	eV
DFT total energy	-44009.667	eV
ΔE to the lowest compared entry with this formula, charge and spin	0.00	kcal/mol

Atoms and positions in Å:
Li -0.90288 0.77879 -1.06956
Cl 1.32354 1.52183 -1.49361
C -2.49967 -1.08249 -0.75312
O -2.02509 -0.38088 0.26132
O -3.38550 -1.97360 -0.60565
O -1.99879 -0.74845 -1.91743
C 7.36516 -3.39150 0.30337
O 5.99180 -3.20085 0.17993
C 5.68407 -1.95072 -0.40637
C 4.18849 -1.79336 -0.51006
N 3.63630 -2.66616 -1.53413
C 2.32261 -2.21682 -1.99887
C 1.24528 -2.18402 -0.93632
O 1.03587 -3.49330 -0.45088
C -0.14262 -3.57077 0.33424
H 7.83948 -2.53825 0.81059
H 7.86505 -3.53291 -0.66758
H 7.55866 -4.29347 0.88689
H 6.12302 -1.87357 -1.40945
H 6.08959 -1.13537 0.21541
H 3.94422 -0.76546 -0.78899
H 3.75717 -1.96257 0.48665
H 3.53298 -3.61220 -1.18645
H 1.96249 -2.84558 -2.81701
H 2.42143 -1.19875 -2.38579
H 0.31347 -1.77557 -1.34222
H 1.50590 -1.42815 -0.17670
H -0.30544 -4.62915 0.55229
H -1.01878 -3.19488 -0.20708
H -0.05937 -3.00189 1.26596
C 0.71743 4.11899 2.65068
O -0.66173 3.92336 2.52702
C -0.98371 2.88664 1.59872
C -2.32376 3.18592 0.94851
N -2.45598 2.32618 -0.21068
C -3.72499 2.37915 -0.92482
C -4.89638 1.76737 -0.17241
O -6.10376 2.18316 -0.79918
C -7.22770 1.93255 -0.00441
H 1.24780 3.21564 2.98372
H 0.87117 4.86122 3.43935
H 1.15085 4.45993 1.70491
H -1.02464 1.92018 2.11258
H -0.22695 2.83070 0.80738
H -2.32582 4.23444 0.62977
H -3.14158 3.04620 1.67265
H -2.36619 1.32908 0.08867
H -3.59001 1.82464 -1.85386
H -3.99198 3.41961 -1.14876
H -4.88995 2.02480 0.89826
H -4.81700 0.67017 -0.18641
H -7.29313 0.88211 0.30919
H -8.10286 2.16440 -0.61285
H -7.20755 2.55364 0.90261

Forces on the atoms, in the same order (eV/Å):
Li -0.1 -0.8 -0.3
Cl -0.1 0.0 0.1
C -0.1 0.3 -0.6
O 0.1 0.3 0.3
O 0.5 0.3 0.1
O 0.0 0.2 0.3
C 0.4 -0.1 0.0
O 0.0 -0.2 0.1
C -0.2 0.5 -0.1
C -0.1 -0.3 0.0
N -0.1 -0.1 -0.3
C -0.4 0.3 0.0
C -0.3 0.8 -0.3
O 0.1 0.0 0.4
C -0.2 -0.2 -0.2
H 0.0 0.0 0.0
H -0.1 0.2 0.0
H -0.2 0.0 0.1
H 0.1 -0.1 0.0
H 0.1 -0.1 0.0
H 0.1 0.0 0.0
H 0.0 0.0 0.0
H 0.1 0.1 0.2
H 0.3 -0.1 0.0
H 0.0 0.0 0.0
H -0.1 -0.1 -0.3
H 0.1 -0.5 0.4
H 0.1 0.0 0.1
H 0.1 0.1 0.0
H 0.1 0.0 0.0
C 0.1 0.0 0.4
O -0.2 0.0 0.1
C -0.1 0.1 -0.1
C 0.0 -0.1 -0.1
N -0.1 -0.6 -0.1
C 0.0 0.3 0.2
C 0.2 -0.7 0.2
O -0.1 0.1 0.1
C 0.1 -0.1 -0.1
H -0.1 -0.1 -0.2
H 0.0 0.1 -0.2
H 0.1 0.0 0.0
H 0.1 0.0 0.0
H 0.0 0.0 0.0
H 0.0 0.0 0.0
H 0.1 0.1 0.1
H 0.0 0.0 0.2
H -0.1 0.1 -0.1
H 0.1 0.0 -0.1
H -0.1 0.4 -0.1
H 0.0 0.1 -0.1
H 0.1 0.0 0.0
H -0.1 0.1 0.1
H -0.1 0.0 0.0

A molecular structure, C37H37Br2NO4ReSSb2. Source: the Open Molecules 2025 dataset; level of theory: wB97M-V/def2-TZVPD.

Calculated values
multiplicity	4
total charge	+2
highest occupied orbital energy (spin up / spin down)	-13.43 / -13.63	eV
DFT total energy	-214756.900	eV
ΔE to the lowest compared entry with this formula, charge and spin	0.00	kcal/mol

Atoms and positions in Å:
Re -0.57983 1.65132 0.40170
C 3.88639 2.56429 0.47718
C 4.07498 2.04514 1.90630
C 2.98524 2.45884 2.89185
Sb 0.95756 1.79519 2.64711
C -0.02907 2.88514 4.14211
C 0.24122 2.62365 5.48323
C -0.39313 3.36801 6.46669
C -1.29144 4.36624 6.11296
C -1.56368 4.62406 4.77697
C -0.93221 3.88328 3.78798
C 1.02743 -0.14952 3.45263
C -0.10321 -0.66027 4.08418
C -0.08490 -1.95066 4.59400
C 1.05560 -2.73212 4.47059
C 2.18262 -2.22511 3.83960
C 2.16972 -0.93463 3.32897
Sb 3.17582 1.08312 -0.91060
C 4.10386 -0.74252 -0.45745
C 3.35874 -1.79503 0.06261
C 4.00600 -2.98170 0.37874
C 5.37225 -3.10730 0.17264
C 6.10676 -2.05287 -0.35600
C 5.47505 -0.86256 -0.68158
C 3.86672 1.69484 -2.78287
C 4.04164 0.74027 -3.78443
C 4.46385 1.14798 -5.04055
C 4.69094 2.49466 -5.29436
C 4.50014 3.44434 -4.29706
C 4.07664 3.04945 -3.03886
H 4.83227 2.87588 0.02904
H 3.20760 3.41676 0.42599
H 5.01702 2.45114 2.28210
H 4.21320 0.96073 1.91256
H 2.91631 3.54732 2.95119
H 3.23610 2.10066 3.89181
H 0.93359 1.83861 5.76566
H -0.18556 3.16945 7.50958
H -1.78258 4.94488 6.88365
H -2.26711 5.39953 4.50533
H -1.15630 4.08470 2.74548
H -0.99408 -0.05195 4.19206
H -0.95976 -2.34371 5.09455
H 1.06793 -3.73563 4.87420
H 3.07666 -2.82916 3.75279
H 3.06226 -0.55411 2.84839
H 2.29005 -1.70997 0.19695
H 3.43494 -3.81240 0.77178
H 5.86918 -4.03753 0.41331
H 7.17011 -2.15845 -0.52250
H 6.05017 -0.04742 -1.10498
H 3.86450 -0.31113 -3.58800
H 4.61697 0.41474 -5.82066
H 5.01938 2.80742 -6.27627
H 4.68476 4.49025 -4.50110
H 3.93027 3.79425 -2.26441
Br 0.08921 2.33875 -3.61439
C -0.67641 3.66833 -2.48970
Br 0.22454 3.72866 -0.73249
H -1.71060 3.42966 -2.27286
H -0.53760 4.65168 -2.92287
C -8.47711 -1.11965 0.60142
C -7.06069 -0.63432 0.55076
C -6.22018 -0.76933 1.65880
C -4.91981 -0.30857 1.62848
C -4.46665 0.29835 0.45833
C -5.27462 0.44726 -0.66872
C -6.56889 -0.02514 -0.60788
S -2.85888 0.88059 0.38982
O -1.91904 0.10298 1.26852
O -2.66554 2.30599 0.83082
N -2.15123 0.94053 -1.03482
C -1.67854 -0.32698 -1.61186
C -0.21677 -0.65314 -1.28106
O 0.34343 -1.61177 -1.70844
O 0.44174 0.25232 -0.49612
H -8.63330 -1.81527 1.42274
H -8.75684 -1.60738 -0.33143
H -9.15333 -0.27395 0.74282
H -6.59377 -1.24829 2.55404
H -4.26433 -0.42169 2.48146
H -4.89126 0.91975 -1.56336
H -7.21318 0.07452 -1.47154
H -1.72109 -0.24887 -2.69777
H -2.27858 -1.19423 -1.32940

Forces on the atoms, in the same order (eV/Å):
Re -0.3 -0.2 0.2
C 0.0 0.0 0.0
C 0.0 0.0 0.0
C 0.0 0.0 0.0
Sb -0.1 -0.1 -0.2
C 0.0 0.0 0.0
C 0.0 0.0 0.0
C 0.0 0.0 0.0
C 0.0 0.0 0.0
C 0.0 0.0 0.0
C 0.0 0.0 0.0
C 0.0 0.0 0.0
C 0.0 0.0 0.0
C 0.0 0.0 0.0
C 0.0 0.0 0.0
C 0.0 0.0 0.0
C 0.0 0.0 0.0
Sb 0.0 0.1 -0.1
C -0.1 0.0 0.0
C 0.1 0.0 0.0
C 0.0 0.0 0.0
C 0.0 0.0 0.0
C 0.0 0.0 0.0
C 0.0 0.0 0.0
C -0.1 -0.1 0.0
C 0.0 0.0 0.0
C 0.0 0.0 0.0
C 0.0 0.0 0.0
C 0.0 0.0 0.0
C 0.0 0.0 0.0
H 0.0 0.0 0.0
H 0.0 0.0 0.0
H 0.0 0.0 0.0
H 0.0 0.0 0.0
H 0.0 0.0 0.0
H 0.0 0.0 0.0
H 0.0 0.0 0.0
H 0.0 0.0 0.0
H 0.0 0.0 0.0
H 0.0 0.0 0.0
H 0.0 0.0 0.0
H 0.0 0.0 0.0
H 0.0 0.0 0.0
H 0.0 0.0 0.0
H 0.0 0.0 0.0
H 0.0 0.0 0.0
H -0.1 0.0 0.0
H 0.0 0.0 0.0
H 0.0 0.0 0.0
H 0.0 0.0 0.0
H 0.0 0.0 0.0
H 0.0 0.0 0.0
H 0.0 0.0 0.0
H 0.0 0.0 0.0
H 0.0 0.0 0.0
H 0.0 0.0 0.0
Br 0.0 0.0 0.0
C 0.0 0.0 0.0
Br 0.1 0.0 -0.1
H 0.0 0.0 0.0
H 0.0 0.0 0.0
C 0.0 0.0 0.0
C 0.0 0.0 0.0
C 0.0 0.0 0.0
C 0.0 0.0 0.0
C 0.0 0.0 0.0
C 0.0 0.0 0.0
C 0.0 0.0 0.0
S 0.2 0.1 -0.2
O 0.0 -0.1 0.1
O -0.1 0.0 0.0
N 0.1 0.1 0.1
C 0.0 0.0 0.0
C -0.1 0.0 0.0
O 0.1 0.0 0.0
O 0.0 0.0 0.0
H 0.0 0.0 0.0
H 0.0 0.0 0.0
H 0.0 0.0 0.0
H 0.0 0.0 0.0
H 0.0 0.0 0.0
H 0.0 0.0 0.0
H 0.0 0.0 0.0
H 0.0 0.0 0.0
H 0.0 0.0 0.0